# 1
ORCA calculation (the ωB97M-V functional and the def2-TZVPD basis) on C23H18N3PbS2 as an isolated structure in a non-equilibrium geometry.

## Properties
**Net charge**: +3
**Gap between HOMO and LUMO**: 5.16 eV
**HOMO level**: -17.40 eV

Geometry (Å):
Pb (-0.93, 0.01, 0.32)
C (-2.58, 3.97, -1.52)
C (-1.46, 4.42, -2.20)
C (-0.28, 3.72, -2.19)
C (-0.14, 2.50, -1.48)
C (-1.31, 2.15, -0.86)
C (-2.51, 2.77, -0.81)
C (1.13, 1.74, -1.47)
C (2.27, 2.20, -2.15)
C (3.43, 1.47, -2.12)
C (3.50, 0.27, -1.40)
C (4.65, -0.54, -1.31)
C (4.63, -1.70, -0.60)
C (3.46, -2.11, 0.07)
C (2.32, -1.34, 0.00)
C (2.31, -0.15, -0.72)
N (1.18, 0.60, -0.79)
H (-3.52, 4.51, -1.52)
H (-1.52, 5.35, -2.75)
H (0.57, 4.11, -2.73)
H (-3.37, 2.41, -0.27)
H (2.24, 3.12, -2.71)
H (4.31, 1.82, -2.64)
H (5.55, -0.23, -1.83)
H (5.51, -2.32, -0.53)
H (3.46, -3.03, 0.63)
H (1.40, -1.63, 0.51)
C (-0.09, 1.09, 3.87)
C (-0.84, -0.17, 3.73)
N (-1.16, -0.71, 2.57)
C (-1.84, -1.90, 2.70)
C (-2.03, -2.26, 4.00)
S (-1.36, -1.11, 5.07)
C (-2.26, -2.62, 1.51)
C (-2.93, -3.81, 1.46)
S (-3.21, -4.30, -0.15)
C (-2.41, -2.89, -0.71)
N (-1.98, -2.12, 0.26)
C (-2.21, -2.57, -2.14)
H (0.18, 1.49, 2.89)
H (0.82, 0.95, 4.45)
H (-0.69, 1.83, 4.40)
H (-2.54, -3.14, 4.37)
H (-3.27, -4.41, 2.29)
H (-2.64, -3.35, -2.77)
H (-1.15, -2.48, -2.37)
H (-2.70, -1.62, -2.39)

Charges in e, computed with natural (NBO), in the same order as the atoms: 1.7599 -0.1189 -0.1596 -0.1249 -0.1022 0.0181 -0.2841 0.2090 -0.2316 -0.0326 -0.1066 -0.1226 -0.1699 -0.1187 -0.2630 0.2525 -0.5594 0.2778 0.2771 0.2576 0.2782 0.2519 0.2636 0.2550 0.2621 0.2512 0.1789 -0.6709 0.1115 -0.5826 0.0664 -0.3618 0.6631 0.0854 -0.3724 0.6751 0.1068 -0.5880 -0.6808 0.2176 0.2868 0.2853 0.2843 0.2843 0.2844 0.2540 0.2525

# 2
ORCA calculation (the ωB97M-V functional and the def2-TZVPD basis) on C2H3Br2NO3 as an isolated structure in a non-equilibrium geometry.

## Properties
**ΔE to the lowest compared entry with this formula, charge and spin**: 174.24 kJ/mol
**Gap between HOMO and LUMO**: 9.02 eV
**HOMO level**: -9.53 eV

Geometry (Å):
C (0.91, 0.61, -0.27)
C (-1.57, 0.59, 0.09)
N (1.04, -0.62, 0.05)
O (1.31, -1.10, 1.18)
O (0.76, -1.58, -0.90)
O (-1.69, -0.12, -0.90)
Br (-1.71, 2.48, 0.18)
Br (-1.71, -0.05, 1.87)
H (1.58, 1.36, 0.26)
H (0.39, 0.90, -1.21)
H (0.69, -2.48, -0.34)

Charges in e, computed with natural (NBO), in the same order as the atoms: -0.2911 0.2772 0.3587 -0.4945 -0.5125 -0.5244 0.0913 0.1069 0.2442 0.2384 0.5057